Below is C16H26NO9PS as an isolated structure in a non-equilibrium geometry, with properties calculated with the ωB97M-V functional and the def2-TZVPD basis.

Positions of all 54 atoms, in Å:
C1 -2.446 3.032 -0.031
C2 -1.523 3.590 1.112
C3 -0.387 4.526 0.598
C4 -0.993 2.423 2.023
C5 -0.055 1.432 1.223
C6 -0.529 -0.046 1.278
O1 -1.405 -0.493 2.330
S1 -1.842 -1.979 1.727
O2 -2.207 -2.922 2.717
O3 -2.904 -1.804 0.795
O4 -0.449 -2.349 0.916
C7 0.475 -1.221 1.148
C8 1.274 -1.732 2.387
C9 2.064 -0.643 3.193
C10 1.588 -0.504 4.677
N1 0.415 0.383 4.830
P1 1.451 -1.253 -0.476
O5 1.247 -2.569 -1.084
O6 0.887 -0.165 -1.565
O7 3.060 -1.092 -0.211
H1 -3.282 3.715 -0.268
H2 -1.849 2.806 -0.941
H3 -2.899 2.074 0.320
H4 -2.199 4.179 1.777
H5 0.143 4.910 1.497
H6 0.352 3.935 0.018
H7 -0.824 5.335 -0.014
H8 -0.454 2.830 2.908
H9 -1.901 1.920 2.413
H10 1.001 1.605 1.502
H11 -0.143 1.745 0.158
H12 -1.140 -0.125 0.341
H13 1.971 -2.537 2.064
H14 0.566 -2.219 3.089
H15 2.107 0.357 2.721
H16 3.123 -0.984 3.270
H17 2.402 -0.068 5.305
H18 1.334 -1.484 5.134
H19 -0.352 -0.074 5.306
H20 0.121 0.796 3.954
H21 1.180 0.715 -1.256
H22 3.462 -1.040 -1.099
C11 -0.486 -3.406 -5.175
C12 -0.261 -2.578 -4.157
C13 0.207 -1.191 -4.387
O8 0.413 -0.440 -3.455
C14 0.413 -0.761 -5.790
C15 0.188 -1.589 -6.807
C16 -0.281 -2.977 -6.578
O9 -0.488 -3.732 -7.506
H23 -0.827 -4.423 -5.027
H24 -0.405 -2.873 -3.125
H25 0.755 0.256 -5.938
H26 0.333 -1.293 -7.839

Computed properties:
**Kohn-Sham gap**: 7.997 eV
**E_LUMO**: -0.047 Eh
**HOMO**: -9.3 eV
**Max |F|**: 0.123 Eh/bohr
**Total charge**: 0

***

Below is C5H6O as an isolated structure, with properties calculated with the ωB97M-V functional and the def2-TZVPD basis.

Positions of all 12 atoms, in Å:
C1 0.576 -0.987 0.500
C2 0.942 0.441 0.069
O1 0.633 -0.001 -1.304
C3 -0.470 -0.708 -0.585
C4 -1.275 0.490 -0.088
C5 -0.303 1.293 0.341
H1 1.313 -1.682 0.085
H2 0.304 -1.235 1.527
H3 1.928 0.863 0.279
H4 -1.005 -1.513 -1.093
H5 -2.325 0.684 -0.275
H6 -0.316 2.355 0.545

Computed properties:
**Kohn-Sham gap**: 10.383 eV
**E_LUMO**: 0.043 Eh
**HOMO**: -9.2 eV
**Max |F|**: 0.009 Eh/bohr
**Total charge**: 0

***

Question: Among the records above, which one has the lowest Kohn-Sham gap?
Answer: C16H26NO9PS

***

Question: Among the records above, which one has the highest Kohn-Sham gap?
Answer: C5H6O

***

Question: Which formula does entry 1 have?
Answer: C16H26NO9PS